1.
# C7H12O3S

A single C7H12O3S molecule (wB97M-V/def2-TZVPD, the Open Molecules 2025 dataset).

Geometry as XYZ:
```
23
Properties=species:S:1:pos:R:3:forces:R:3:mulliken_charge:R:1
C -2.957898 1.012477 0.803554 -0.283 -0.225 0.123 -0.96
C -1.026243 -0.750232 0.177240 -0.363 -0.747 0.075 -0.83
C -0.066473 -1.416336 -0.808986 0.021 0.205 -0.540 -1.11
C 1.323974 -0.806991 -0.919385 0.452 -0.296 -0.341 0.38
C 2.099831 -0.673550 0.409421 0.093 0.334 -0.179 -0.86
C 1.997762 0.812695 0.753128 -0.867 -0.146 -0.007 -0.32
C 1.621506 1.478630 -0.567346 0.211 -0.570 0.157 0.43
H -3.523778 1.918167 0.567593 0.198 -0.111 -0.020 0.36
H -3.660113 0.158641 0.830521 0.443 0.287 -0.122 0.30
H -2.466553 1.133081 1.777558 -0.064 -0.006 -0.227 0.32
H -1.883396 -1.435586 0.323962 0.266 0.393 -0.020 0.58
H -0.595481 -0.536349 1.160668 0.087 -0.021 -0.106 0.39
H 0.079879 -2.467487 -0.555501 -0.121 -0.034 0.185 0.37
H -0.542286 -1.411903 -1.810133 0.199 0.068 0.452 0.42
H 1.913427 -1.394131 -1.657611 -0.422 0.268 0.476 0.34
H 1.698915 -1.324120 1.180237 -0.012 -0.095 0.068 0.34
H 3.146877 -0.923985 0.250341 -0.005 -0.160 0.011 0.33
H 2.901644 1.250937 1.149623 0.170 0.113 0.067 0.38
H 1.175448 1.019256 1.464839 0.380 0.002 -0.276 0.17
O -2.429117 0.409069 -1.747474 0.429 0.190 0.826 -0.68
O 1.642215 2.637525 -0.831091 -0.077 0.210 -0.109 -0.56
O 1.253471 0.519476 -1.464733 -0.021 0.385 0.133 -0.42
S -1.703600 0.790713 -0.486416 -0.713 -0.044 -0.626 0.61
```
Positions in Å, forces in eV/Å.

* E_tot: -897.8211 a.u.
* ΔE to the lowest compared entry with this formula, charge and spin: 0.0 kcal per mole
* LUMO: 0.54 eV

2.
# C2H6N4

A single C2H6N4 molecule in a non-equilibrium geometry (wB97M-V/def2-TZVPD, the Open Molecules 2025 dataset).

Geometry as XYZ:
```
12
Properties=species:S:1:pos:R:3:forces:R:3:mulliken_charge:R:1
C 1.505861 0.583110 -0.157060 0.045 -1.003 0.202 0.00
C 0.467879 -0.731879 -0.184938 0.093 0.053 0.219 -0.72
N 1.187443 1.685812 -0.495018 -0.407 0.997 -0.333 -0.57
N -0.664408 -0.457092 -0.950046 -0.223 -0.329 -0.008 0.30
N -1.519630 0.498775 -0.744640 0.118 0.787 -0.557 -0.54
N -1.669624 0.951937 0.508143 0.123 -0.672 0.334 -0.27
H 2.439725 0.177506 0.236822 0.330 0.098 0.126 0.33
H 1.015132 -1.570365 -0.607455 -0.094 -0.046 0.008 0.38
H 0.235082 -0.922307 0.862488 -0.033 -0.015 -0.007 0.30
H -0.607412 -0.663222 -1.939896 -0.072 0.053 0.212 0.27
H -0.845680 0.995555 1.099588 0.030 0.150 -0.171 0.25
H -2.210619 1.802502 0.498161 0.092 -0.071 -0.024 0.27
```
Positions in Å, forces in eV/Å.

* E_tot: -298.6662 a.u.
* ΔE to the lowest compared entry with this formula, charge and spin: 114.7 kcal per mole
* LUMO (alpha / beta): 0.81 / -0.28 eV

3.
# C19H20BF4N6O3Pt

A molecular structure, C19H20BF4N6O3Pt in a non-equilibrium geometry (wB97M-V/def2-TZVPD, the Open Molecules 2025 dataset).

Geometry as XYZ:
```
54
Properties=species:S:1:pos:R:3:forces:R:3:mulliken_charge:R:1
Pt -1.288380 -0.289570 0.484846 -1.732 0.148 -0.014 0.88
O -0.098380 3.077530 4.381146 0.093 0.294 0.068 -0.66
C -0.167380 3.920830 3.337846 -0.124 -0.431 -0.304 0.22
C 0.118220 5.264130 3.558846 0.029 0.230 -0.048 -0.64
C 0.076820 6.178330 2.520546 -0.065 -0.245 0.145 -0.35
C -0.246980 5.759530 1.235346 0.017 0.289 -0.104 -0.70
C -0.533180 4.434930 0.999546 0.029 -0.412 0.320 -0.50
C -0.508180 3.489230 2.034146 0.201 1.025 0.129 0.51
C -0.809380 2.105830 1.727046 -0.208 -2.104 0.148 0.69
O -0.953980 1.738230 0.488946 0.077 -0.287 0.237 -0.86
N -0.905280 1.237130 2.734146 0.348 2.737 0.390 -0.97
N -1.176380 -0.010470 2.368146 0.722 -3.411 2.197 0.37
C -1.009180 -0.982670 3.286146 -0.171 3.114 -1.724 0.09
C -1.132080 -2.347870 3.036846 -0.443 -2.194 -0.828 0.42
C -0.865680 -3.255870 4.099046 -0.172 0.461 -0.557 -0.85
C -0.990480 -4.610370 3.951046 0.035 -0.275 0.201 -0.59
C -1.391580 -5.150270 2.722846 -0.085 0.611 -0.205 -0.41
C -1.668880 -4.313570 1.666346 -0.030 -0.458 0.159 -0.42
C -1.541680 -2.913570 1.759346 0.150 0.745 0.884 0.52
O -1.839580 -2.219870 0.707246 0.517 0.234 -0.494 -0.93
H -0.315480 2.173230 4.042946 -0.155 -0.074 -0.090 0.57
H 0.377320 5.563630 4.563246 0.023 0.041 0.087 0.41
H 0.290120 7.220630 2.714046 0.052 0.048 0.023 0.36
H -0.270680 6.470230 0.421346 -0.006 0.043 -0.039 0.39
H -0.775380 4.085130 0.008146 -0.031 -0.035 -0.077 0.46
H -0.703480 -0.653370 4.271546 -0.076 0.134 0.060 0.32
H -0.553680 -2.840870 5.045546 0.035 0.051 0.173 0.34
H -0.796380 -5.270670 4.782046 0.101 -0.028 0.121 0.37
H -1.485380 -6.218970 2.603046 -0.024 -0.121 -0.012 0.36
H -1.996980 -4.707870 0.715546 0.023 -0.006 -0.095 0.42
C 2.303420 -1.080570 -3.911354 -0.074 0.118 -0.259 -1.49
C 1.262920 -0.939770 -5.017454 -0.140 -0.062 0.166 0.81
C 0.536920 -2.260170 -5.264154 0.122 0.202 -0.103 -1.51
C 0.252520 0.178530 -4.697154 0.575 -0.088 -0.836 -1.20
N -0.506880 -0.104470 -3.518054 -0.394 0.055 1.765 0.77
C -0.208280 0.078230 -2.218654 -0.276 -0.099 -0.595 -0.45
N -1.219180 -0.402770 -1.518054 0.848 0.360 -0.608 0.18
N -2.113880 -0.870670 -2.378854 -0.784 -0.383 -0.217 -0.33
N -1.708980 -0.701670 -3.573154 -0.085 -0.075 -0.492 -0.55
H 3.070920 -1.790470 -4.208154 0.082 -0.106 0.006 0.45
H 1.861720 -1.436270 -2.983954 0.010 -0.054 0.117 0.29
H 2.784120 -0.129570 -3.699854 0.109 0.080 0.117 0.36
H 1.768920 -0.641170 -5.943254 -0.078 0.073 0.047 0.35
H 0.044520 -2.609670 -4.359954 -0.038 -0.063 0.092 0.28
H 1.246620 -3.020670 -5.580154 0.053 -0.109 -0.012 0.44
H -0.219880 -2.147770 -6.037754 -0.111 -0.066 -0.094 0.38
H -0.472880 0.267730 -5.510954 0.094 0.101 0.118 0.38
H 0.774320 1.130230 -4.562854 -0.140 -0.088 0.039 0.42
H 0.681320 0.524230 -1.824054 0.413 0.084 0.200 0.69
F 3.071720 0.680030 1.078246 0.350 0.657 0.689 -0.38
B 2.632220 -0.192070 0.121446 -0.596 -0.284 0.237 0.32
F 3.349620 -1.363270 0.132446 0.584 -0.797 -0.042 -0.36
F 2.708520 0.396730 -1.141454 0.022 0.543 -1.073 -0.43
F 1.261220 -0.497370 0.350246 0.326 -0.120 -0.013 -0.22
```
Positions in Å, forces in eV/Å.

* E_tot: -1834.2493 a.u.
* ΔE to the lowest compared entry with this formula, charge and spin: 8.3 kcal per mole
* LUMO: 2.36 eV
* net charge: -1

4.
# C22H29FNO3S

2 unconnected molecules or ions with the total composition C22H29FNO3S in a non-equilibrium geometry (wB97M-V/def2-TZVPD, the Open Molecules 2025 dataset).

Geometry as XYZ:
```
57
Properties=species:S:1:pos:R:3:forces:R:3:mulliken_charge:R:1
C 3.809195 -0.354025 0.795055 -0.307 -0.331 -0.869 -0.67
C 3.892218 -1.365649 -0.436171 -0.404 1.247 0.553 -0.48
S 2.549366 -2.649461 -0.382182 0.214 0.721 -0.026 -0.16
C 1.014272 -1.590266 -0.513713 0.634 -0.350 -0.761 0.08
C 0.864767 -1.200515 -2.034133 1.021 -0.611 0.015 -0.29
C 0.430983 -2.481791 -2.884629 -0.806 -0.681 -3.537 0.30
O 0.217395 -3.589556 -2.366304 0.337 0.819 1.365 -0.70
O 0.311518 -2.306993 -4.171011 0.522 0.955 2.549 -0.82
N 0.032081 -0.024689 -2.329479 -0.820 -0.566 1.230 0.63
C -1.382167 -0.305916 -2.425297 0.060 0.982 -1.575 -1.34
O -1.934016 -1.157078 -1.361942 -1.183 1.163 0.242 -0.21
C -3.250714 -0.763441 -1.172319 -2.693 -0.067 0.096 0.10
C -4.301153 -1.354749 -2.016624 -0.183 1.020 1.199 -0.26
C -5.689457 -0.976898 -1.875771 1.302 0.737 0.900 -0.52
C -6.095861 0.028262 -0.905534 1.780 -0.599 -0.224 -0.36
C -5.086752 0.618667 -0.048633 0.333 -1.590 -1.644 -0.66
C -3.682298 0.209099 -0.180734 -1.259 -0.166 -0.459 0.07
C 0.374024 1.171893 -1.542740 -0.466 1.108 -0.665 0.38
C -0.452865 1.386073 -0.215974 1.034 0.731 0.571 -1.37
C 0.107833 2.436540 -2.472747 -0.167 -0.529 -0.273 -0.83
C 0.660360 2.274896 -3.945381 0.076 0.849 0.312 -1.11
H 3.600791 -0.949891 1.715258 0.396 0.689 -0.524 0.18
H 4.734549 0.272685 0.844996 -0.607 -0.615 0.220 0.44
H 2.956959 0.365946 0.629946 0.749 -0.766 0.233 -0.05
H 3.811975 -0.733066 -1.361345 0.083 -0.800 0.596 0.22
H 4.888877 -1.870838 -0.453076 -0.955 0.158 0.042 0.43
H 0.164592 -2.257166 -0.237438 0.719 0.616 0.052 0.28
H 1.193957 -0.739552 0.182404 -0.550 -0.606 -0.540 -0.17
H 1.905118 -0.960841 -2.406291 -1.014 -0.131 0.263 0.33
H -1.589096 -0.771502 -3.428903 0.299 -0.061 1.113 0.36
H -1.976152 0.654258 -2.411739 0.818 -0.748 0.099 0.67
H -4.006920 -2.125374 -2.760390 -0.174 0.671 0.637 0.41
H -6.439436 -1.466903 -2.536664 0.638 0.498 0.635 0.31
H -7.167931 0.320433 -0.839725 1.021 -0.219 0.039 0.32
H -5.409957 1.382230 0.694409 0.553 -0.719 -0.597 0.32
H -2.970833 0.685734 0.523370 -0.413 -0.548 -0.737 0.29
H 1.485584 1.175347 -1.350090 -1.094 -0.351 -0.045 0.23
H -1.291596 2.120257 -0.379038 0.605 -0.977 0.084 0.41
H 0.236608 1.896543 0.521291 -0.683 -0.443 -0.567 0.24
H -0.799226 0.448331 0.274640 0.213 0.699 -0.616 0.36
H 0.508341 3.366994 -1.996592 -0.276 -0.748 -0.249 0.54
H -1.005394 2.569831 -2.552622 0.933 -0.063 0.238 0.24
H -0.199903 2.395906 -4.654297 0.930 -0.322 0.433 0.22
H 1.194301 1.315857 -4.139087 -0.664 0.619 0.273 0.32
H 1.375677 3.116434 -4.138393 -0.537 -0.681 -0.045 0.33
F 1.131157 -1.046308 2.934715 -0.035 -0.002 -0.008 -0.17
C 1.497523 -0.451919 4.076354 0.111 0.177 0.314 0.23
C 1.483182 -1.177643 5.254296 -0.051 -0.229 0.050 -0.56
C 1.868507 -0.560805 6.437483 0.019 0.208 -0.175 -0.37
C 2.253097 0.775471 6.430937 0.028 0.028 0.108 -0.49
C 2.258250 1.494092 5.241171 -0.047 -0.227 0.074 -0.46
C 1.883695 0.876472 4.055093 0.006 0.164 -0.181 -0.07
H 1.172853 -2.214984 5.240402 0.018 0.033 -0.065 0.42
H 1.868501 -1.121260 7.364722 -0.021 0.004 -0.063 0.35
H 2.549496 1.256695 7.356002 -0.015 -0.023 -0.055 0.35
H 2.554238 2.536392 5.237370 -0.007 -0.058 -0.035 0.36
H 1.889886 1.417739 3.117095 -0.024 -0.070 -0.004 0.39
```
Positions in Å, forces in eV/Å.

* E_tot: -1634.2096 a.u.
* LUMO: 2.45 eV
* net charge: -1